Below is one molecule with the formula C5H9NO at a distorted geometry, with properties calculated with ωB97M-V with the def2-TZVPD basis set.

Atoms and positions in Å:
O (1.129407, -2.377724, -0.817973)
N (1.348600, -1.375593, -0.153020)
C (0.230207, -0.746794, 0.538715)
C (1.645749, 1.209664, -0.454729)
C (-1.117784, -1.400153, 0.292108)
C (-0.823483, 1.492508, -0.040176)
C (0.525629, 0.572762, -0.161317)
H (-1.525866, 1.165252, -0.802058)
H (2.580799, 0.680146, -0.526133)
H (1.633656, 2.211107, -0.852186)
H (-1.281901, 1.433401, 0.943924)
H (-0.531990, 2.526187, -0.195827)
H (0.512822, -0.673579, 1.595328)
H (-1.045684, -2.452106, 0.567711)
H (-1.908762, -0.888956, 0.831779)
H (-1.371398, -1.376120, -0.766146)

Cartesian forces, eV/Å:
-0.19 1.59 0.98
1.12 -3.37 -0.49
0.90 -0.30 -1.41
0.49 -0.99 -0.86
0.30 0.15 -0.14
2.02 -0.94 -0.77
-4.23 3.58 2.29
-0.22 0.15 0.04
0.24 0.02 0.21
-0.17 0.24 0.15
0.06 -0.28 0.08
-0.11 0.10 -0.22
-0.07 0.07 -0.15
-0.17 0.07 0.17
-0.03 -0.13 0.19
0.07 0.03 -0.08

## Properties
Total energy = -325.7735 hartree
SMILES = C=C(C)[C@@H](C)N=O
Gap between HOMO and LUMO = 9.28 eV
Charge = 0
Energy above the lowest of the compared OMol25 structures with the same formula, charge and spin = 430.77 kJ/mol
HOMO = -8.881 eV

These are the Löwdin partial charges, in e, on atoms 1 to 2: number 1, O, carries 0.01; number 2, N, carries -0.04

=====

Below is one molecule with the formula C5H9NO, with properties calculated with ωB97M-V with the def2-TZVPD basis set.

Atoms and positions in Å:
O (3.084249, -0.473480, 0.731195)
N (1.927092, -0.828122, 0.365816)
C (-1.534127, -1.260093, -0.187987)
C (-0.698669, 1.238414, -0.118850)
C (0.868206, -0.088233, 0.295303)
C (0.755144, 1.399203, 0.404316)
C (-0.428995, -0.252028, -0.474085)
H (-1.428390, 1.324372, 0.693141)
H (1.804264, -1.814763, 0.096077)
H (-0.157187, -0.347002, -1.534329)
H (-1.904405, -1.213487, 0.841651)
H (1.437601, 1.896005, -0.296806)
H (-1.227709, -2.290423, -0.401051)
H (0.882993, 1.859214, 1.388721)
H (-2.373295, -1.029275, -0.855851)
H (-1.006778, 1.879704, -0.947264)

Cartesian forces, eV/Å:
0.28 0.07 0.20
-0.78 -0.10 -0.09
0.01 -0.04 0.03
-0.19 0.14 -0.06
0.48 -0.15 -0.17
0.02 0.08 0.08
-0.12 -0.05 -0.13
0.09 -0.03 -0.15
0.06 0.12 0.04
-0.08 0.09 0.04
0.17 0.05 -0.11
-0.08 -0.05 0.11
0.01 0.16 0.07
-0.01 -0.15 -0.14
0.09 -0.08 0.15
0.06 -0.06 0.13

## Properties
Total energy = -325.8043 hartree
SMILES = C[C@H]1CC/C1=[NH+]\[O-]
Gap between HOMO and LUMO (alpha / beta) = 9.05 / 9.05 eV
Charge = 0
Energy above the lowest of the compared OMol25 structures with the same formula, charge and spin = 349.94 kJ/mol
HOMO (alpha / beta) = -8.341 / -8.340 eV

These are the Löwdin partial charges, in e, on atoms 1 to 2: number 1, O, carries -0.11; number 2, N, carries -0.12

=====

Below is one molecule with the formula C5H9NO at a distorted geometry, with properties calculated with ωB97M-V with the def2-TZVPD basis set.

Atoms and positions in Å:
O (0.353600, 0.872047, -1.907558)
N (0.486246, -0.017554, 0.257852)
C (-0.788084, -0.846039, 0.173546)
C (2.201695, 1.552839, -0.365606)
C (-1.843778, -0.533942, 1.188148)
C (0.807984, 0.769863, -0.792544)
C (-0.939092, -1.760377, -0.786821)
H (-2.325659, 0.417015, 0.933979)
H (3.032515, 0.854453, -0.264387)
H (2.427521, 2.247805, -1.176031)
H (0.643940, 0.356911, 1.183866)
H (-1.812845, -2.406621, -0.823138)
H (2.017451, 2.103403, 0.558698)
H (-2.620134, -1.306086, 1.225680)
H (-1.417546, -0.438762, 2.191631)
H (-0.223815, -1.864955, -1.597314)

Cartesian forces, eV/Å:
-0.34 -0.58 0.79
-3.93 -2.03 -0.18
1.27 0.14 -0.32
-1.95 -0.30 -1.13
0.11 0.08 0.23
3.91 2.04 0.08
0.32 0.45 0.17
0.08 -0.06 0.09
-0.23 -0.09 0.14
-0.03 0.00 0.18
0.29 -0.02 -0.26
0.03 0.34 0.06
0.23 -0.04 0.00
0.25 0.12 -0.12
-0.06 0.03 -0.01
0.05 -0.07 0.29

## Properties
Total energy = -325.8894 hartree
SMILES = C=C(C)NC(C)=O
Gap between HOMO and LUMO = 10.14 eV
Charge = 0
Energy above the lowest of the compared OMol25 structures with the same formula, charge and spin = 126.39 kJ/mol
HOMO = -9.327 eV

These are the Löwdin partial charges, in e, on atoms 1 to 2: number 1, O, carries 0.07; number 2, N, carries 0.09

=====

Below is one molecule with the formula C5H9NO at a distorted geometry, with properties calculated with ωB97M-V with the def2-TZVPD basis set.

Atoms and positions in Å:
O (-0.964950, 1.526255, -1.309288)
N (0.162446, -1.948026, -0.696909)
C (0.091324, -0.526854, -0.880838)
C (-1.170237, 0.062287, -1.349652)
C (-0.075790, 0.244679, 0.616609)
C (-0.873704, 1.305659, 0.012539)
C (1.121925, 0.695216, 1.430581)
H (1.635712, 1.537027, 0.959131)
H (-1.285809, 2.095558, 0.631369)
H (1.049342, -2.343002, -0.992244)
H (-2.092151, -0.423690, -1.026118)
H (0.985445, -0.132236, -1.371621)
H (-0.675688, -0.476983, 1.178125)
H (-0.564097, -2.475157, -1.173445)
H (1.829131, -0.131731, 1.529179)
H (0.827102, 0.990997, 2.442581)

Cartesian forces, eV/Å:
0.84 -1.57 -0.26
-0.06 -0.93 -0.33
0.49 0.33 1.93
-0.28 0.81 0.45
1.81 -0.58 -1.78
-1.83 0.46 0.37
0.15 -0.07 0.19
-0.01 -0.09 0.02
-0.64 0.06 0.01
-0.19 0.21 0.06
-0.26 0.80 -0.24
-0.19 0.13 -0.09
0.05 0.06 -0.35
0.07 0.30 0.04
0.03 0.04 0.06
0.04 0.03 -0.06

## Properties
Total energy = -325.7405 hartree
SMILES = C[C@@H]1[C@@H](N)[C@@H]2O[C@H]12
Gap between HOMO and LUMO (alpha / beta) = 8.19 / 8.18 eV
Charge = 0
Energy above the lowest of the compared OMol25 structures with the same formula, charge and spin = 517.25 kJ/mol
HOMO (alpha / beta) = -7.451 / -7.449 eV

These are the Löwdin partial charges, in e, on atoms 1 to 2: number 1, O, carries -0.03; number 2, N, carries 0.04

=====

Below is one molecule with the formula C5H9NO at a distorted geometry, with properties calculated with ωB97M-V with the def2-TZVPD basis set.

Atoms and positions in Å:
O (-0.967999, -0.271190, -1.456259)
N (-1.388883, -1.268236, 0.627832)
C (1.609816, -1.169110, -0.224582)
C (0.818254, 0.066063, 0.175848)
C (-1.103021, 2.436585, -0.143553)
C (-0.783072, -0.243496, -0.185272)
C (-1.256385, 1.171173, 0.090744)
H (-0.336185, 2.836556, -0.802846)
H (1.486943, -1.373438, -1.287979)
H (-1.811044, 3.136879, 0.290093)
H (2.671253, -0.996007, -0.025038)
H (1.305086, -2.050065, 0.343075)
H (-1.269213, -2.163863, 0.169060)
H (-1.027664, -1.324602, 1.573777)
H (0.886300, 0.282887, 1.243758)
H (1.165814, 0.929863, -0.388658)

Cartesian forces, eV/Å:
0.14 -0.27 -0.34
0.04 -0.13 -0.19
0.17 0.09 0.11
-0.73 -0.66 -0.10
-0.23 -0.10 -0.07
0.88 0.47 0.66
-0.06 0.61 0.04
-0.18 -0.11 -0.16
-0.01 0.01 0.04
0.19 -0.03 0.23
-0.05 -0.07 -0.04
-0.01 0.03 -0.03
-0.02 0.06 -0.02
0.06 0.11 -0.13
0.01 -0.01 -0.01
-0.19 0.00 -0.01

## Properties
Total energy = -325.7359 hartree
Gap between HOMO and LUMO (alpha / beta) = 7.69 / 8.33 eV
Charge = 0
Energy above the lowest of the compared OMol25 structures with the same formula, charge and spin = 529.34 kJ/mol
HOMO (alpha / beta) = -8.920 / -9.045 eV

These are the Löwdin partial charges, in e, on atoms 1 to 2: number 1, O, carries 0.01; number 2, N, carries 0.10

=====

Below is one molecule with the formula C5H9NO, with properties calculated with ωB97M-V with the def2-TZVPD basis set.

Atoms and positions in Å:
O (-0.266521, 0.024732, -2.450408)
N (0.255581, -0.917913, 1.532254)
C (-0.199619, -0.942443, 0.140490)
C (1.294061, 1.207323, 0.709583)
C (-1.259268, 0.216070, -1.788194)
C (-1.417194, -0.186162, -0.335776)
C (1.076763, -0.274910, 0.505160)
H (0.444312, 1.660262, 1.228777)
H (-2.342538, -0.779732, -0.270738)
H (1.965261, -0.804872, 0.162280)
H (2.166085, 1.349593, 1.360226)
H (0.664167, -1.816530, 1.775277)
H (-1.606402, 0.721883, 0.250574)
H (1.484231, 1.743181, -0.225286)
H (-0.113850, -1.911714, -0.352640)
H (-2.145069, 0.711232, -2.241580)

Cartesian forces, eV/Å:
-0.48 0.09 0.31
-0.04 -0.19 0.18
-0.01 -0.04 -0.28
-0.07 0.02 -0.04
0.27 -0.03 -0.16
0.11 0.03 0.09
0.22 0.06 -0.10
0.05 -0.08 -0.17
0.19 0.06 0.08
-0.10 0.02 0.16
-0.14 -0.04 -0.13
-0.27 0.06 0.05
0.06 -0.08 -0.05
-0.06 -0.11 0.05
0.20 0.25 -0.06
0.09 -0.03 0.06

## Properties
Total energy = -325.8621 hartree
SMILES = C[C@H]1N[C@H]1CC=O
Gap between HOMO and LUMO = 10.64 eV
Charge = 0
Energy above the lowest of the compared OMol25 structures with the same formula, charge and spin = 198.01 kJ/mol
HOMO = -9.602 eV

These are the Löwdin partial charges, in e, on atoms 1 to 2: number 1, O, carries 0.05; number 2, N, carries 0.05

=====

Below is one molecule with the formula C5H9NO at a distorted geometry, with properties calculated with ωB97M-V with the def2-TZVPD basis set.

Atoms and positions in Å:
O (-2.539037, -1.988750, 0.745124)
N (-0.449834, -0.729721, 0.300492)
C (1.213090, 0.966540, 0.385825)
C (0.297730, 0.277802, -0.279272)
C (-1.987656, -1.230345, -0.062649)
C (0.188440, -1.272567, 1.441304)
C (-0.119523, 0.531108, -1.721967)
H (-0.424780, -2.261366, 1.625755)
H (1.524483, 0.637499, 1.357201)
H (-0.162000, -0.441843, -2.129633)
H (-2.334373, -0.757826, -0.937106)
H (1.320656, -1.419145, 1.338769)
H (0.013392, -0.616313, 2.421305)
H (0.637665, 1.125583, -2.191760)
H (1.855610, 1.689121, -0.138915)
H (-1.141380, 1.111664, -1.721872)

Cartesian forces, eV/Å:
1.70 2.55 -3.28
-2.61 -1.25 -0.77
1.40 0.24 -0.59
-1.94 0.78 -1.67
3.47 -1.37 5.53
-1.60 -1.90 3.24
-1.27 1.87 1.91
1.72 1.62 0.08
0.02 0.41 0.34
-0.43 -0.84 -1.10
-0.56 0.39 -1.13
-1.82 -0.05 -0.17
0.40 -1.22 -1.89
0.17 0.36 -0.49
-0.51 -0.33 0.31
1.86 -1.25 -0.33

## Properties
Total energy = -325.8267 hartree
SMILES = C=C(C)N(C)C=O
Gap between HOMO and LUMO (alpha / beta) = 8.98 / 8.98 eV
Charge = 0
Energy above the lowest of the compared OMol25 structures with the same formula, charge and spin = 291.05 kJ/mol
HOMO (alpha / beta) = -8.378 / -8.378 eV

These are the Löwdin partial charges, in e, on atoms 1 to 2: number 1, O, carries 0.03; number 2, N, carries -0.12

=====

Below is one molecule with the formula C5H9NO, with properties calculated with ωB97M-V with the def2-TZVPD basis set.

Atoms and positions in Å:
O (2.233825, -1.248061, 1.269359)
N (0.217247, -0.053093, 1.593035)
C (0.943207, 0.216889, -0.353457)
C (-1.664127, 0.689756, 0.090899)
C (-0.213438, 0.825603, 0.498957)
C (1.345029, -0.500530, 0.946199)
C (0.558933, -0.854333, -1.389302)
H (-1.876415, 1.233680, -0.836693)
H (-0.517260, -0.895330, -1.570670)
H (-0.009909, 1.876291, 0.748159)
H (1.642293, 0.945218, -0.776666)
H (1.053876, -0.660841, -2.341630)
H (-0.333832, -0.481092, 2.329464)
H (-1.953738, -0.357261, -0.033075)
H (-2.296260, 1.112566, 0.878762)
H (0.870569, -1.849461, -1.053341)

Cartesian forces, eV/Å:
-0.36 0.25 -0.08
-0.03 -0.10 0.20
0.00 0.03 -0.09
-0.08 -0.06 0.01
-0.17 0.16 -0.08
0.20 -0.29 0.13
0.00 -0.05 -0.14
0.07 -0.10 0.15
0.12 0.07 -0.02
-0.01 -0.17 -0.08
-0.05 -0.17 0.24
-0.07 -0.04 0.04
0.34 0.23 -0.03
0.04 0.10 -0.06
0.02 -0.03 -0.12
-0.01 0.18 -0.09

## Properties
Total energy = -325.9017 hartree
SMILES = C[C@@H]1C(=O)N[C@@H]1C
Gap between HOMO and LUMO = 10.52 eV
Charge = 0
Energy above the lowest of the compared OMol25 structures with the same formula, charge and spin = 94.17 kJ/mol
HOMO = -9.605 eV

These are the Löwdin partial charges, in e, on atoms 1 to 2: number 1, O, carries 0.08; number 2, N, carries 0.12

=====

Below is one molecule with the formula C5H9NO, with properties calculated with ωB97M-V with the def2-TZVPD basis set.

Atoms and positions in Å:
O (-1.783645, -0.681656, 1.453507)
N (-0.173509, -1.062590, -0.350698)
C (1.151723, -1.487876, 0.064898)
C (-0.246779, 0.023496, -1.346486)
C (-0.990071, 0.862483, -0.302748)
C (0.056645, 1.362305, 0.837479)
C (-1.161308, -0.402372, 0.465229)
H (-1.849048, 1.467156, -0.642625)
H (1.565867, -2.233498, -0.621513)
H (0.366842, 0.578847, 1.563905)
H (-0.365725, 2.139549, 1.472378)
H (-0.853375, -0.291087, -2.206742)
H (1.859273, -0.638318, 0.085020)
H (1.114220, -1.911654, 1.069247)
H (0.706575, 0.422800, -1.712551)
H (0.987178, 1.676163, 0.373883)

Cartesian forces, eV/Å:
0.38 -0.62 -0.44
-0.16 -0.23 0.09
0.08 -0.19 0.23
0.07 0.18 -0.09
0.30 0.19 0.60
0.00 0.60 -0.51
-0.33 -0.89 0.04
0.61 0.13 0.71
-0.16 0.02 0.11
-0.44 0.33 -0.70
-0.07 0.17 -0.33
0.08 0.28 0.19
-0.26 -0.19 0.01
-0.08 -0.09 -0.08
-0.02 -0.18 0.25
-0.01 0.49 -0.10

## Properties
Total energy = -325.8531 hartree
SMILES = C[C@H]1CN(C)C1=O
Gap between HOMO and LUMO = 10.08 eV
Charge = 0
Energy above the lowest of the compared OMol25 structures with the same formula, charge and spin = 221.78 kJ/mol
HOMO = -9.128 eV

These are the Löwdin partial charges, in e, on atoms 1 to 2: number 1, O, carries 0.10; number 2, N, carries -0.09

=====

Below is one molecule with the formula C5H9NO at a distorted geometry, with properties calculated with ωB97M-V with the def2-TZVPD basis set.

Atoms and positions in Å:
O (1.201374, 1.648856, 0.348324)
N (-1.453366, -0.410657, 2.759669)
C (-1.180390, -0.123527, 1.672079)
C (1.512613, -0.305028, -0.920282)
C (0.809666, 0.287893, 0.287948)
C (-0.758235, 0.205079, 0.300302)
C (-1.467615, -0.726758, -0.693729)
H (2.588335, -0.160152, -0.779757)
H (-2.549525, -0.654094, -0.540449)
H (1.178689, -0.243850, 1.176893)
H (-1.253885, -0.423062, -1.722370)
H (-1.099338, 1.225752, 0.088842)
H (0.906532, 2.013219, 1.193150)
H (-1.180623, -1.774096, -0.564798)
H (1.223133, 0.195213, -1.849445)
H (1.321597, -1.378722, -1.010664)

Cartesian forces, eV/Å:
-0.03 0.15 0.26
0.22 0.30 -1.04
-0.23 -0.20 0.93
-0.05 -0.01 -0.05
0.00 -0.34 -0.05
-0.02 0.05 -0.02
0.03 -0.06 -0.08
-0.17 -0.04 -0.06
0.19 -0.04 -0.04
-0.06 0.09 -0.11
0.04 -0.06 0.17
0.02 -0.12 0.05
0.11 0.01 -0.11
0.02 0.16 0.02
-0.03 -0.05 0.13
-0.03 0.17 0.00

## Properties
Total energy = -325.8962 hartree
SMILES = C[C@@H](O)[C@@H](C)C#N
Gap between HOMO and LUMO = 11.59 eV
Charge = 0
Energy above the lowest of the compared OMol25 structures with the same formula, charge and spin = 108.62 kJ/mol
HOMO = -10.809 eV

These are the Löwdin partial charges, in e, on atoms 1 to 2: number 1, O, carries -0.03; number 2, N, carries 0.15